## P
ORCA calculation (ωB97M-V/def2-TZVPD) on a single C2H4N2S2 molecule.

Cartesian coordinates (Å):
C  0.5265  -0.6978  -0.4056
C  -0.4188  0.9379  1.0627
H  -0.5165  -1.0220  -2.1945
H  -1.4991  0.0541  -0.6980
H  1.5553  0.0385  1.0828
H  -1.4522  1.0296  0.2586
N  -0.6059  -0.6777  -1.2288
N  0.5699  -0.0516  0.7172
S  1.8003  -1.6100  -0.8654
S  0.0404  1.9992  2.2711

HOMO	-8.79	eV
SMILES	NC(=S)NC=S
molecular weight	120.2	Da
HOMO-LUMO gap	7.672	eV

***

## Q
ORCA calculation (ωB97M-V/def2-TZVPD) on a single C2H4N2S2 molecule.

Cartesian coordinates (Å):
C  -0.2254  -0.1335  0.1572
C  0.7245  0.4059  -0.9602
H  -1.2326  1.5557  -0.3007
H  -1.8376  0.7443  1.2631
H  -0.0498  -1.5075  2.0150
H  1.1310  -1.6219  -0.3156
N  -1.2984  0.8026  0.3943
N  0.1654  -1.2929  0.8229
S  1.5244  -0.9351  -1.6102
S  1.0985  1.9825  -1.4659

HOMO	-8.72	eV
SMILES	[H]/N=C(\N)C(=S)S
molecular weight	120.2	Da
HOMO-LUMO gap	7.730	eV

***

Stability ranking, top entry: P; the second entry is 11.3 kJ/mol less favorable.

***

## P
ORCA calculation (ωB97M-V/def2-TZVPD) on a single C2H4N2S2 molecule.

Cartesian coordinates (Å):
C  -0.4730  -0.4258  0.2058
C  2.0470  0.1644  0.2872
H  -3.6189  0.2934  -0.9712
H  -0.0647  -1.4222  0.2015
H  0.4393  1.4237  0.0674
H  2.3967  -0.8464  0.9405
N  -1.5922  0.0682  -0.1022
N  0.7364  0.3926  0.1789
S  -3.0917  -0.9430  -0.5858
S  3.2212  1.2951  -0.2222

HOMO	-8.72	eV
SMILES	S=CN/C=N/S
molecular weight	120.2	Da
HOMO-LUMO gap	8.517	eV

***

## Q
ORCA calculation (ωB97M-V/def2-TZVPD) on a single C2H4N2S2 molecule.

Cartesian coordinates (Å):
C  0.5925  1.0724  0.7470
C  0.1951  -0.4083  -1.2882
H  -0.7162  -1.6863  0.9251
H  -1.8442  -0.4734  0.4983
H  0.1116  1.2210  1.7100
H  -0.5242  -1.1845  -1.4693
N  -0.9168  -0.7129  0.8801
N  0.0177  -0.0072  0.0713
S  1.8402  2.0209  0.3112
S  1.2443  0.1585  -2.3855

HOMO	-8.01	eV
SMILES	NN(C=S)C=S
molecular weight	120.2	Da
HOMO-LUMO gap	7.395	eV

***

Stability ranking, top entry: Q; the second entry is 50.1 kJ/mol less favorable.

***

## P
ORCA calculation (ωB97M-V/def2-TZVPD) on a single C2H4N2S2 molecule.

Cartesian coordinates (Å):
C  -0.8211  -0.0817  -0.0469
C  1.6428  -0.9057  0.0068
H  -2.5272  0.9211  -0.0851
H  -1.2369  1.9871  0.2132
H  0.9495  0.9602  -0.0125
H  1.3858  -1.9585  0.0327
N  -1.5463  1.0642  -0.0650
N  0.6243  0.0024  0.0237
S  -1.6365  -1.5296  -0.0234
S  3.1657  -0.4595  -0.0436

HOMO	-8.77	eV
SMILES	NC(=S)NC=S
molecular weight	120.2	Da
HOMO-LUMO gap	8.452	eV

***

## Q
ORCA calculation (ωB97M-V/def2-TZVPD) on a single C2H4N2S2 molecule.

Cartesian coordinates (Å):
C  0.1133  -0.6946  -0.7344
C  -0.8312  0.0213  0.2048
N  -0.1127  -1.8219  -1.2910
N  0.9751  1.7079  1.0629
S  0.3406  -3.0712  -2.1906
S  -0.5024  1.9942  0.6128
H  1.2254  -0.4185  -0.7042
H  -1.8646  -0.0208  0.0727
H  -0.6183  -0.1069  1.2258
H  1.2749  2.4105  1.7413

HOMO (spin up / spin down)	-8.38 / -8.51	eV
molecular weight	120.2	Da
HOMO-LUMO gap (spin up / spin down)	7.289 / 7.907	eV

***

## R
ORCA calculation (ωB97M-V/def2-TZVPD) on a single C2H4N2S2 molecule.

Cartesian coordinates (Å):
C  -0.6177  1.1848  -0.2874
C  0.4831  -1.1064  -0.6845
H  0.0722  0.4364  -2.9390
H  1.8036  0.3305  -2.2146
H  -1.0852  2.0101  -0.8407
H  0.6733  -1.4624  -1.7198
N  0.8493  0.7362  -2.1213
N  0.2264  0.3082  -1.0349
S  -0.7627  1.1251  1.4252
S  0.2510  -1.6936  0.8022

HOMO	-7.77	eV
SMILES	NN(C=S)C=S
molecular weight	120.2	Da
HOMO-LUMO gap	7.164	eV

***

Stability ranking, top entry: P; the second entry is 332.4 kJ/mol less favorable.

***

## P
ORCA calculation (ωB97M-V/def2-TZVPD) on a molecular structure, C15H22N2O4.

Cartesian coordinates (Å):
C  -1.5580  -2.5683  0.0179
C  -0.1665  -2.9590  -0.7890
C  0.9256  -1.7890  -0.6938
H  1.5799  -2.0861  -1.4600
H  0.3553  -1.0713  -0.9942
C  1.3779  -1.9725  0.7637
H  0.5824  -2.0483  1.6619
O  2.1489  -0.6985  0.8802
C  3.2882  -0.5098  0.1343
C  4.1241  0.6380  0.7638
C  3.3649  2.1964  0.3655
N  1.8999  2.0728  0.5138
C  1.1255  1.8745  -0.5006
O  1.4166  2.4759  -1.4850
C  -0.3197  1.7023  -0.1418
C  -1.2441  1.3831  -0.9332
C  -2.4659  0.8933  -0.8066
C  -2.9819  0.9449  0.5507
C  -1.9877  1.4222  1.4626
C  -0.8146  1.7276  1.4131
H  -0.2041  1.9452  2.0396
H  -2.6045  1.3650  2.6863
N  -4.2923  0.7272  0.8774
O  -4.5506  0.3444  2.1502
O  -5.1457  0.7955  -0.2791
C  -3.2759  0.7632  -2.0470
H  -4.1154  1.3200  -2.1600
H  -3.8455  -0.0439  -1.9400
H  -2.8356  0.6624  -2.8287
H  -0.7451  1.4314  -1.9923
H  1.7516  1.5997  1.4081
H  3.8552  2.8094  0.7539
H  3.5702  2.2011  -0.7077
H  5.0920  0.5437  0.3922
H  4.0637  0.5473  1.8662
H  3.1314  -0.1742  -0.7902
H  4.0021  -1.4249  0.1334
H  2.0772  -2.7516  1.0759
H  0.0411  -3.8495  -0.3713
H  -0.6596  -2.9749  -1.7480
H  -2.2741  -3.4273  -0.0281
H  -2.1463  -1.5724  -0.2410
H  -1.5405  -2.4648  1.0272

HOMO	-9.48	eV
molecular weight	294.4	Da
HOMO-LUMO gap	7.456	eV

***

## Q
ORCA calculation (ωB97M-V/def2-TZVPD) on a single C15H22N2O4 molecule.

Cartesian coordinates (Å):
O  -1.0478  -1.8137  0.4785
C  -0.3257  -0.8810  0.7956
N  0.1821  -0.0204  -0.1209
C  -0.0978  -0.1571  -1.5313
C  -1.4058  0.5508  -1.8669
O  -1.6554  0.3815  -3.2583
C  1.0550  0.5152  -2.2760
O  1.4810  1.5872  -1.8870
N  1.5712  -0.1830  -3.3113
C  0.9530  -1.2827  -4.0689
C  1.5326  -1.0857  -5.4746
C  2.0177  0.3549  -5.4115
O  2.5396  0.4576  -4.0857
C  0.0744  -0.6320  2.2271
C  -1.0721  -0.6926  3.2715
C  -0.1896  -1.5991  4.1221
C  0.7545  -1.8310  2.9481
C  0.2404  -1.3529  5.5593
C  -0.5628  -2.5408  5.1800
C  -1.7895  -3.2216  5.6372
C  -0.5041  -4.0029  5.3703
H  0.7556  0.7635  0.1499
H  -0.1899  -1.2174  -1.7617
H  -2.1987  0.1040  -1.2620
H  -1.2994  1.6091  -1.6107
H  -2.4420  0.8786  -3.4962
H  1.2215  -2.2491  -3.6436
H  -0.1271  -1.1656  -4.0602
H  2.3836  -1.7462  -5.6355
H  0.7951  -1.2667  -6.2538
H  2.8311  0.5901  -6.0925
H  1.1971  1.0681  -5.5397
H  0.6639  0.2797  2.3274
H  -1.3900  0.2558  3.7034
H  -1.9335  -1.2258  2.8669
H  0.5407  -2.7675  2.4306
H  1.8247  -1.7427  3.1314
H  1.2889  -1.4991  5.7916
H  -0.2530  -0.5503  6.0947
H  -2.0849  -3.0992  6.6714
H  -2.6104  -3.3437  4.9419
H  -0.4782  -4.6350  4.4919
H  0.0231  -4.3850  6.2348

HOMO	-9.17	eV
SMILES	O=C([C@H](CO)NC(=O)[C@H]1C[C@@]2(C1)C[C@]21CC1)N1CCCO1
molecular weight	294.4	Da
HOMO-LUMO gap	9.793	eV

***

## R
ORCA calculation (ωB97M-V/def2-TZVPD) on a single C15H22N2O4 molecule.

Cartesian coordinates (Å):
C  2.0536  0.3246  1.3228
C  1.4352  1.4438  0.4319
C  2.6968  -0.8472  0.5159
C  1.8004  -1.6040  -0.4409
C  3.9545  -0.3250  -0.2830
C  4.8194  -1.3266  -1.0074
C  -0.7226  2.0650  -0.6593
C  -1.5651  3.0831  0.1506
C  -1.5931  1.2312  -1.6806
C  -2.5295  0.2527  -1.0110
C  -3.7093  0.6820  -0.3754
C  -2.2269  -1.0921  -0.9068
C  -4.6378  -0.2173  0.1817
C  -3.0129  -2.0229  -0.2636
C  -4.2152  -1.5423  0.2808
H  1.4522  -1.0662  2.7311
H  0.8158  0.3944  2.9524
H  2.8965  0.8054  1.8279
H  2.9779  -1.5560  1.2888
H  1.0155  -2.0974  0.1187
H  1.3466  -1.0076  -1.2194
H  2.3778  -2.3995  -0.9196
H  4.5924  0.1748  0.4364
H  3.5953  0.4569  -0.9645
H  5.1656  -2.0548  -0.2829
H  4.3108  -1.8975  -1.7762
H  5.6977  -0.8790  -1.4505
H  -0.1343  0.3644  0.6345
H  -0.0193  2.7247  -1.1876
H  -2.1517  1.9572  -2.2667
H  -0.8506  0.6712  -2.2611
H  -3.9604  1.7524  -0.4834
H  -1.3699  -1.4263  -1.4552
H  -5.5309  0.1070  0.7264
H  -2.7783  -3.0859  -0.1116
H  -5.7704  -2.0071  1.2837
H  -0.7515  2.2631  1.6679
N  1.0257  -0.2810  2.2345
N  0.1182  1.1983  0.1886
O  2.0534  2.4073  0.0219
O  -2.3100  3.8673  -0.3806
O  -5.0041  -2.4585  0.9400
O  -1.3574  2.9678  1.4511

HOMO	-8.69	eV
SMILES	CC[C@H](C)[C@H](N)C(=O)N[C@@H](Cc1ccc(O)cc1)C(=O)O
molecular weight	294.4	Da
HOMO-LUMO gap	9.184	eV

***

## S
ORCA calculation (ωB97M-V/def2-TZVPD) on a single C15H22N2O4 molecule.

Cartesian coordinates (Å):
O  -0.4586  1.2217  1.4416
C  0.1536  0.2664  0.9929
N  0.2565  0.0329  -0.3401
C  -0.3652  0.9004  -1.3165
C  0.5724  2.0596  -1.6476
O  -0.0366  2.8471  -2.6547
C  -0.6156  0.0476  -2.5564
O  0.1675  -0.8255  -2.8706
N  -1.7987  0.1837  -3.2624
C  -2.6529  -1.0037  -3.3828
C  -3.8980  -0.3907  -4.0012
C  -3.9191  1.0045  -3.3623
O  -2.6650  1.1613  -2.6886
C  0.8077  -0.7585  1.8857
C  1.4877  -0.2131  3.1677
C  0.7600  -1.2941  3.9601
C  -0.1742  -1.5646  2.7866
C  1.4439  -2.3509  4.8053
C  0.5103  -1.3629  5.4021
C  0.4999  -0.3993  6.5228
C  -0.6588  -1.3661  6.3023
H  0.7979  -0.7390  -0.6955
H  -1.2963  1.2889  -0.9134
H  0.7402  2.6274  -0.7284
H  1.5252  1.6391  -1.9900
H  0.5457  3.5802  -2.8715
H  -2.1645  -1.7453  -4.0073
H  -2.8506  -1.4258  -2.3922
H  -3.7715  -0.3168  -5.0800
H  -4.7994  -0.9628  -3.7922
H  -4.0411  1.7972  -4.1021
H  -4.6894  1.1044  -2.5988
H  1.4643  -1.4210  1.3209
H  2.5770  -0.2225  3.1861
H  1.1174  0.7878  3.3930
H  -1.1283  -1.0449  2.8875
H  -0.3449  -2.6048  2.5110
H  1.0761  -3.3668  4.7073
H  2.5092  -2.2616  4.9803
H  1.1514  -0.5706  7.3692
H  0.3180  0.6400  6.2791
H  -1.5998  -0.9596  5.9553
H  -0.7444  -2.1930  6.9964

HOMO	-9.09	eV
SMILES	O=C([C@H](CO)NC(=O)[C@H]1C[C@@]2(C1)C[C@]21CC1)N1CCCO1
molecular weight	294.4	Da
HOMO-LUMO gap	9.866	eV

***

Stability ranking, top entry: R; the second entry is 419.8 kJ/mol less favorable.

***

## P
ORCA calculation (ωB97M-V/def2-TZVPD) on a single C5H9NS molecule.

Cartesian coordinates (Å):
C  0.0495  -0.6131  0.7821
C  1.3486  0.0218  0.0302
C  -0.4609  0.8278  -1.0968
C  -1.1338  0.1134  0.1489
C  -0.7547  -1.3523  -0.1306
H  -0.0114  0.4793  2.8523
H  1.4742  -0.8357  -0.7805
H  2.3040  0.4681  0.6034
H  1.3919  2.1323  -0.8832
H  -1.1735  1.7154  -1.6841
H  -0.2173  -0.1507  -1.9651
H  -1.8938  0.5464  0.7729
H  -1.3812  -2.1890  0.2658
H  -0.1181  -1.5606  -1.0621
N  0.6714  1.3121  -0.4280
S  -0.0948  -0.9151  2.5749

HOMO	-8.82	eV
SMILES	S[C@]12CNC[C@H]1C2
molecular weight	115.2	Da
HOMO-LUMO gap	9.734	eV

***

## Q
ORCA calculation (ωB97M-V/def2-TZVPD) on a single C5H9NS molecule.

Cartesian coordinates (Å):
C  -0.7529  0.1388  -2.1228
C  -0.0750  0.1741  -0.7873
C  -0.5671  -0.6218  0.2577
C  -1.7638  -1.5290  0.1476
C  -0.0401  -0.7140  1.5302
H  -0.9496  -0.9316  -2.4519
H  -1.8133  0.6475  -2.0770
H  0.0038  0.5752  -2.9220
H  -1.4917  -2.2965  -0.6023
H  -2.0323  -2.0247  1.1729
H  -2.6366  -0.9000  -0.2130
H  -0.3689  -1.4885  2.2791
H  1.5449  0.5641  1.4404
H  1.6092  -0.4039  2.9467
N  1.1335  -0.1922  2.0103
S  1.0871  1.4322  -0.4874

HOMO	-7.92	eV
SMILES	CC(=S)/C(C)=C\N
molecular weight	115.2	Da
HOMO-LUMO gap	7.727	eV

***

Stability ranking, top entry: Q; the second entry is 328.7 kJ/mol less favorable.

***

## P
ORCA calculation (ωB97M-V/def2-TZVPD) on 2 unconnected molecules or ions with the total composition C2H6NO2P.

Cartesian coordinates (Å):
C  -0.8748  0.9181  0.1187
C  0.1037  -0.1244  -0.2942
N  1.4418  0.3887  -0.0428
O  2.2934  -0.4772  0.0326
O  1.6022  1.5713  0.2014
P  0.0777  -1.9505  0.0624
H  -1.7915  0.4681  -0.0760
H  -0.7340  1.1766  1.1381
H  -0.6137  1.6949  -0.5058
H  0.1705  -0.0332  -1.8438
H  -0.3389  -1.7432  1.3258
H  -1.3363  -1.8892  -0.1164

HOMO	-10.50	eV
molecular weight	107.0	Da
HOMO-LUMO gap	10.057	eV

***

## Q
ORCA calculation (ωB97M-V/def2-TZVPD) on a molecular structure, C2H6NO2P.

Cartesian coordinates (Å):
C  0.6123  -1.6113  -0.0262
C  -0.0651  -0.2691  0.0865
N  -1.2219  -0.0492  0.6035
O  -1.4553  1.2536  0.6083
O  -2.0491  -0.7597  1.0937
P  0.2379  1.4425  -0.4262
H  0.9464  -1.9197  1.0877
H  0.1005  -2.4525  -0.4564
H  1.5306  -1.5160  -0.5937
H  1.5172  1.9086  -1.2216
H  -0.7238  1.7889  -1.2849
H  0.5703  2.1837  0.5293

HOMO	-8.97	eV
molecular weight	107.0	Da
HOMO-LUMO gap	9.553	eV

***

## R
ORCA calculation (ωB97M-V/def2-TZVPD) on a single C2H6NO2P molecule.

Cartesian coordinates (Å):
C  -0.2626  -1.0336  -0.5547
C  0.6307  0.0370  0.2752
N  2.1252  -0.2201  0.1347
O  2.4932  -1.3745  0.0549
O  2.8162  0.7385  0.1355
P  0.4516  1.8363  -0.2261
H  0.3156  -1.4319  -1.4369
H  -0.5830  -1.8681  0.1695
H  -1.2319  -0.4342  -0.7825
H  0.4577  -0.0019  1.2856
H  -0.5269  1.6349  -1.2242
H  -0.5603  1.9965  0.7132

HOMO	-9.90	eV
SMILES	C[C@H](P)[N+](=O)[O-]
molecular weight	107.0	Da
HOMO-LUMO gap	10.334	eV

***

## S
ORCA calculation (ωB97M-V/def2-TZVPD) on 2 unconnected molecules or ions with the total composition C2H6NO2P.

Cartesian coordinates (Å):
C  1.3561  -0.5291  -1.1299
C  -0.7968  -0.0787  -0.0139
N  -0.7831  -0.7052  1.2839
O  -0.8396  0.0221  2.2686
O  -0.6748  -1.9089  1.3210
P  -0.9967  1.7485  0.3294
H  1.5392  -1.5781  -1.3030
H  1.0241  0.0182  -1.9818
H  1.8464  -0.1661  -0.3211
H  -1.3802  -0.6494  -0.6575
H  0.1270  1.7462  1.0337
H  -0.4216  2.0805  -0.8294

HOMO (spin up / spin down)	-9.17 / -9.08	eV
molecular weight	107.0	Da
HOMO-LUMO gap (spin up / spin down)	7.793 / 8.163	eV

***

Stability ranking, top entry: R; the second entry is 144.1 kJ/mol less favorable.

***

## P
ORCA calculation (ωB97M-V/def2-TZVPD) on a single C2H5NO3S molecule.

Cartesian coordinates (Å):
C  0.7966  -0.9568  -0.4740
C  -0.5265  -0.4636  0.0684
N  -0.5245  -0.1937  1.6444
O  0.0806  2.2670  -0.0024
O  -0.6578  1.1064  -2.1120
O  1.3646  0.2687  -0.8012
S  -0.0495  1.0826  -0.8201
H  1.5384  -1.2904  0.1955
H  0.7794  -1.6459  -1.3319
H  -1.4829  -0.8777  -0.1209
H  0.1178  0.4313  1.9326
H  -1.4363  0.2721  1.8217

HOMO	-10.34	eV
molecular weight	123.1	Da
HOMO-LUMO gap	11.042	eV

***

## Q
ORCA calculation (ωB97M-V/def2-TZVPD) on a molecular structure, C2H5NO3S.

Cartesian coordinates (Å):
C  -0.1264  -0.1217  0.8071
C  -1.4141  -0.0937  -1.7212
N  0.2840  -1.0824  1.2820
O  2.2748  1.0359  1.2506
O  0.5662  2.8273  1.5372
O  0.9911  -2.0301  1.7095
S  1.1219  1.7747  0.7270
H  -1.3857  0.8511  -1.1774
H  -1.1310  -0.9990  -1.1549
H  -2.3865  -0.2252  -2.1712
H  -0.7242  0.1431  -2.5183
H  1.9299  -2.0799  1.4297

HOMO	-10.40	eV
molecular weight	123.1	Da
HOMO-LUMO gap	9.760	eV

***

Stability ranking, top entry: P; the second entry is 280.8 kJ/mol less favorable.

***

## P
ORCA calculation (ωB97M-V/def2-TZVPD) on a single C2H5NO3S molecule.

Cartesian coordinates (Å):
C  -0.8665  0.2560  -0.4931
C  0.2336  0.0008  1.5673
N  -0.3242  0.7917  0.7319
O  0.7973  -0.9849  -2.4675
O  -0.8435  -1.1981  -0.5135
O  1.5824  -1.5172  -0.1813
S  0.5518  -1.8544  -1.0897
H  -1.9063  0.4802  -0.6091
H  -0.4622  0.6862  -1.3717
H  0.3822  0.3355  2.5463
H  0.4438  -1.0229  1.1648
H  1.4625  -0.2540  -2.5429

HOMO	-9.75	eV
molecular weight	123.1	Da
HOMO-LUMO gap	10.237	eV

***

## Q
ORCA calculation (ωB97M-V/def2-TZVPD) on a single C2H5NO3S molecule.

Cartesian coordinates (Å):
C  -2.1899  0.8932  -0.5850
C  1.6726  -0.5308  1.2434
N  -1.3697  0.1681  -0.0155
O  0.1084  0.8353  -2.1334
O  0.1955  -1.6076  -0.8495
O  1.1210  0.3947  0.3095
S  0.0721  -0.1786  -0.7502
H  -1.8032  1.2633  -1.4861
H  -3.0859  1.1171  0.0513
H  1.6342  -1.4033  0.6987
H  0.8638  -0.6815  2.1178
H  2.7811  -0.2699  1.3991

HOMO	-10.67	eV
SMILES	C=NS(=O)(=O)OC
molecular weight	123.1	Da
HOMO-LUMO gap	10.869	eV

***

Stability ranking, top entry: P; the second entry is 164.8 kJ/mol less favorable.